Entry 1:
A single C17H20N2O3S molecule at a distorted geometry. Source: the Open Molecules 2025 dataset; level of theory: ωB97M-V/def2-TZVPD.

Values from the calculation:
* M: 332.42 g/mol
* orbital gap: 8.95 eV
* SMILES string: CCOC(=O)c1sc(NC(=O)C[C@H](C)c2ccccc2)nc1C
* energy relative to the best compared isomer or geometry (same formula, charge and spin): 0.000 eV
* LUMO level: 0.24 eV
* highest occupied orbital energy: -8.713 eV
* total energy: -37912.9607 eV
* maximum force: 1.38 eV Å⁻¹

Geometry (Å):
C -6.8201 -0.1778 -0.5616
C -5.8035 0.8786 -0.1735
O -4.5197 0.2607 -0.0996
C -3.4756 1.0775 0.1005
O -3.5683 2.2773 0.2194
C -2.2303 0.3302 0.1592
S -2.2107 -1.4004 -0.0255
C -0.4656 -1.3330 0.2075
N 0.2443 -2.4914 0.1707
C 1.5921 -2.7446 0.4071
O 1.9674 -3.8908 0.3556
C 2.4685 -1.5615 0.6786
C 2.8367 -0.8539 -0.6452
C 3.8518 -1.6797 -1.4350
C 3.3566 0.5324 -0.3586
C 2.7115 1.6419 -0.8874
C 3.1723 2.9210 -0.6285
C 4.2906 3.1078 0.1648
C 4.9424 2.0081 0.6965
C 4.4778 0.7313 0.4379
N 0.0036 -0.1449 0.3971
C -0.9568 0.8063 0.3764
C -0.5810 2.2288 0.5650
H -6.8302 -0.9753 0.1764
H -7.8080 0.2698 -0.6169
H -6.5669 -0.6040 -1.5287
H -5.7630 1.6889 -0.9103
H -6.0384 1.3192 0.8024
H -0.2955 -3.3306 -0.0137
H 3.3739 -1.9177 1.1698
H 1.9445 -0.8554 1.3212
H 1.9250 -0.7541 -1.2418
H 4.0452 -1.2144 -2.3990
H 4.7930 -1.7522 -0.8959
H 3.4750 -2.6861 -1.6010
H 1.8366 1.5015 -1.5053
H 2.6570 3.7738 -1.0462
H 4.6527 4.1047 0.3685
H 5.8161 2.1462 1.3169
H 4.9952 -0.1160 0.8630
H 0.4117 2.2868 1.0020
H -0.5731 2.7381 -0.3978
H -1.3133 2.7320 1.1909


Entry 2:
A molecular structure, C25H34N10O2PRuS2 at a distorted geometry. Source: the Open Molecules 2025 dataset; level of theory: ωB97M-V/def2-TZVPD.

Values from the calculation:
* expectation value of S²: 8.769
* M: 702.79 g/mol
* orbital gap (alpha / beta): 6.42 / 6.06 eV
* energy relative to the best compared isomer or geometry (same formula, charge and spin): 2.220 eV
* LUMO level (alpha / beta): -5.09 / -6.70 eV
* highest occupied orbital energy (alpha / beta): -11.510 / -12.768 eV
* total energy: -78996.3909 eV
* spin multiplicity: 6
* maximum force: 5.91 eV Å⁻¹
* charge: +2

Geometry (Å):
Ru -0.0479 0.4630 0.5763
C -4.4889 1.1996 3.7743
N -3.6132 1.5452 2.7096
C -3.5393 2.6774 1.8914
C -2.5650 2.5155 0.9816
N -1.9684 1.2519 1.1920
C -2.6120 0.6671 2.2354
P -2.0031 -0.7744 3.1822
C -1.6959 -1.8473 1.7945
N -1.2805 -1.3480 0.6234
C -1.5755 -2.3379 -0.3695
C -2.0393 -3.4453 0.2970
N -2.0941 -3.1556 1.6695
C -2.6099 -3.9739 2.7816
C -0.3177 -0.3024 3.5547
N 0.5031 0.1290 2.5503
C 1.7297 0.4346 3.1926
C 1.6101 0.2587 4.5373
N 0.3343 -0.2866 4.8118
C -0.2018 -0.4434 6.1522
H -4.3261 1.7611 4.7350
H -4.3173 0.1033 4.0809
H -5.5856 1.3679 3.4862
H -4.2050 3.4682 1.9930
H -2.1619 3.1492 0.1893
H -1.5890 -2.0780 -1.4276
H -2.3444 -4.3747 -0.0973
H -2.4225 -5.0358 2.6544
H -3.6758 -3.8525 2.8922
H -2.1749 -3.5883 3.7404
H 2.5391 0.8443 2.5709
H 2.2973 0.4065 5.3572
H 0.0192 0.4298 6.8060
H 0.2380 -1.3823 6.6046
H -1.3068 -0.6238 6.1255
O -0.3599 1.0460 -1.4007
N 0.5329 1.9533 -1.9040
C 0.4337 2.3120 -3.2249
C 1.4526 3.0448 -3.8233
C 2.4590 3.4555 -2.9932
C 2.4357 3.2730 -1.6289
C 1.3418 2.5965 -1.0336
S 0.9473 2.4276 0.7117
H -0.4849 2.0667 -3.7370
H 1.4094 3.3244 -4.8516
H 3.2966 3.9783 -3.4533
H 3.1976 3.8003 -0.9820
C -0.6558 0.1513 -6.2074
N -0.8337 -0.9040 -5.2648
C 0.2744 -1.7424 -4.9569
C -2.0974 -1.3483 -4.9252
C -3.3137 -0.8025 -5.5964
O -2.2237 -2.1981 -4.0164
H 0.4226 0.1343 -6.5206
H -0.9385 1.1082 -5.7795
H -1.2464 0.0017 -7.1489
H 1.2551 -1.2946 -5.2106
H 0.2323 -2.6981 -5.4351
H 0.2166 -1.9945 -3.8993
H -3.1882 -0.8206 -6.6716
H -3.5253 0.2474 -5.3337
H -4.1690 -1.4352 -5.3905
C 4.2134 -1.8673 1.9228
N 4.5898 -0.5731 1.3109
C 5.8519 0.0984 1.3082
C 5.7517 1.1922 0.5640
N 4.4266 1.1940 0.0019
C 3.7575 0.1370 0.4293
S 2.2713 -0.4611 -0.0649
H 4.5751 -2.0130 2.9770
H 4.6571 -2.6517 1.2530
H 3.1308 -1.8844 1.8358
H 6.7725 -0.2769 1.7956
H 6.5463 1.9166 0.3138
H 4.0763 1.6838 -0.8186


Entry 3:
A single C5H13NO2 molecule at a distorted geometry. Source: the Open Molecules 2025 dataset; level of theory: ωB97M-V/def2-TZVPD.

Values from the calculation:
* M: 119.16 g/mol
* orbital gap: 9.72 eV
* SMILES string: C[C@H](NCO)[C@@H](C)O
* energy relative to the best compared isomer or geometry (same formula, charge and spin): 3.080 eV
* LUMO level: 0.82 eV
* highest occupied orbital energy: -8.894 eV
* total energy: -10978.7985 eV
* maximum force: 6.61 eV Å⁻¹

Geometry (Å):
C -0.0905 -1.1125 1.1716
C 0.1308 -0.2286 -0.1184
N 0.5887 1.1017 0.1971
C 1.8445 1.4625 0.8935
O 1.8066 1.3438 2.3451
C -1.1444 -0.0717 -1.0445
C -1.1424 -1.2363 -2.0667
O -2.2156 -0.0037 -0.1978
H 0.8795 -1.4398 1.5428
H -0.4743 -2.0875 0.9290
H -0.7469 -0.6565 2.0256
H 0.8283 -0.8487 -0.7072
H -0.0931 1.5853 0.7741
H 2.7257 1.0387 0.3368
H 1.8375 2.5426 0.7719
H 2.4782 1.7733 2.7222
H -1.0078 0.8051 -1.7383
H -0.6407 -0.9432 -3.0219
H -1.9633 -1.4334 -2.6308
H -0.6655 -2.0852 -1.6000
H -2.9353 0.4940 -0.5839


Entry 4:
A molecular structure, C28H29BFeN7O2S2. Source: the Open Molecules 2025 dataset; level of theory: ωB97M-V/def2-TZVPD.

Values from the calculation:
* expectation value of S²: 0.790
* M: 626.38 g/mol
* orbital gap (alpha / beta): 7.97 / 7.90 eV
* LUMO level (alpha / beta): 0.28 / -0.05 eV
* highest occupied orbital energy (alpha / beta): -7.686 / -7.947 eV
* total energy: -100768.1707 eV
* spin multiplicity: 2
* maximum force: 0.64 eV Å⁻¹

Geometry (Å):
Fe 0.1509 0.0061 -0.0821
N 2.5427 -2.0255 2.7241
C 2.0259 -1.1330 1.8198
S 0.3996 -0.5612 2.0948
N 2.7676 -0.7772 0.8206
N 2.0782 0.1226 0.0159
C 2.7620 1.0744 -0.5009
C 2.1461 2.2394 -1.0773
C 2.9295 3.1295 -1.8291
C 2.4240 4.3294 -2.2650
C 1.1149 4.6782 -1.9101
C 0.3334 3.8359 -1.1556
C 0.8172 2.5828 -0.7356
O 0.0224 1.8258 -0.0031
H 2.1066 -2.0368 3.6301
H 3.5475 -2.1082 2.7189
H 3.8443 1.0295 -0.3973
H 3.9527 2.8513 -2.0560
H 3.0309 5.0032 -2.8539
H 0.7091 5.6290 -2.2329
H -0.6764 4.1002 -0.8759
B -2.1860 1.2648 -2.1321
N -0.9115 0.6208 -2.7734
C -0.5994 0.6092 -4.0703
C 0.6656 0.0601 -4.2251
C 1.0616 -0.2483 -2.9301
N 0.1001 0.0870 -2.0665
N -2.6417 0.3623 -0.9491
C -3.9115 0.1033 -0.6189
C -3.9323 -0.6158 0.5623
C -2.5901 -0.7570 0.8992
N -1.8240 -0.1484 -0.0067
H -1.9425 2.3757 -1.7513
H -3.0591 1.2352 -2.9651
H -1.3006 0.9867 -4.7948
H 1.2136 -0.0881 -5.1388
H 1.9731 -0.6997 -2.5727
H -4.7094 0.4463 -1.2560
H -4.7881 -0.9938 1.0930
H -2.1446 -1.2812 1.7269
O 0.4230 -2.1736 -0.4107
S 0.9063 -3.4216 -1.0702
C 0.1774 -3.6130 -2.7292
C -1.3001 -3.8359 -2.8272
C -2.2055 -2.8383 -2.4800
C -3.5686 -3.0731 -2.5790
C -4.0412 -4.3018 -3.0195
C -3.1439 -5.3000 -3.3709
C -1.7801 -5.0641 -3.2767
C 0.0745 -4.8476 -0.2418
C -1.0480 -4.4676 0.6767
C -2.3693 -4.6933 0.3013
C -3.4057 -4.3940 1.1715
C -3.1300 -3.8642 2.4244
C -1.8154 -3.6237 2.7977
C -0.7790 -3.9209 1.9261
H 0.7274 -4.4757 -3.1167
H 0.5044 -2.7333 -3.2842
H -1.8438 -1.8807 -2.1292
H -4.2612 -2.2905 -2.3040
H -5.1064 -4.4786 -3.0950
H -3.5028 -6.2584 -3.7231
H -1.0793 -5.8417 -3.5610
H 0.8832 -5.3348 0.3025
H -0.2771 -5.5169 -1.0256
H -2.5872 -5.1130 -0.6735
H -4.4292 -4.5758 0.8691
H -3.9384 -3.6322 3.1064
H -1.5964 -3.1926 3.7662
H 0.2459 -3.7189 2.2152


Entry 5:
18 unconnected molecules or ions with the total composition C28H90N22O18 at a distorted geometry. Source: the Open Molecules 2025 dataset; level of theory: ωB97M-V/def2-TZVPD.

Values from the calculation:
* M: 1023.16 g/mol
* orbital gap: 8.11 eV
* LUMO level: -0.51 eV
* highest occupied orbital energy: -8.623 eV
* total energy: -100130.7886 eV
* maximum force: 7.69 eV Å⁻¹

Geometry (Å):
C -6.3185 -3.9011 6.1436
O -7.4183 -3.8446 5.6848
N -6.0463 -2.9394 7.0573
N -5.4332 -4.8785 5.9289
H -5.2079 -2.9170 7.6201
H -6.8301 -2.3152 7.1841
H -5.7479 -5.6831 5.4058
H -4.4451 -4.8629 6.1376
C -6.1594 -4.6354 -1.1361
O -5.6648 -5.6058 -0.5549
N -5.7248 -3.4668 -0.9130
N -6.9818 -4.7221 -2.1352
H -5.2824 -3.2313 -0.0360
H -6.0491 -2.7777 -1.5764
H -7.3976 -5.6354 -2.2497
H -7.3500 -4.0776 -2.8202
C -0.2647 -8.9630 -1.6698
O -0.8278 -9.9955 -1.3678
N 0.8310 -8.9355 -2.3309
N -0.6127 -7.7471 -1.4437
H 1.2512 -8.0294 -2.1807
H 1.2355 -9.8391 -2.5307
H -1.5643 -7.7260 -1.1059
H -0.2523 -6.9655 -1.9722
C -0.8410 8.6829 6.3401
O -1.7444 8.7191 5.5296
N -0.1732 9.7279 6.7617
N -0.6033 7.6749 7.0776
H -0.3839 10.5910 6.2813
H 0.7002 9.7134 7.2686
H 0.2638 7.7107 7.5942
H -1.2167 6.8725 7.0780
C 7.4002 1.6731 2.5321
O 8.6075 1.8746 2.3286
N 6.4918 2.2387 1.8443
N 6.7810 0.8683 3.4007
H 5.5453 2.3247 2.1862
H 6.6512 2.9024 1.0998
H 7.2587 0.0923 3.8363
H 5.7815 0.7345 3.3426
C -5.1186 5.5227 -4.7097
O -6.0532 5.0899 -5.3475
N -3.8149 5.4319 -5.0109
N -5.2895 6.1869 -3.6049
H -3.2052 5.7545 -4.2731
H -3.5197 5.0352 -5.8916
H -4.4806 6.5328 -3.1089
H -6.2622 6.2220 -3.3351
C -3.1816 1.8253 10.7907
O -3.4262 0.6383 10.7319
N -3.7995 2.7717 10.1359
N -2.2202 2.3415 11.4213
H -4.0077 2.4140 9.2146
H -3.9892 3.7164 10.4386
H -1.8790 1.7921 12.1971
H -2.4048 3.3340 11.3906
C 5.2226 5.8227 7.6499
O 4.3136 5.5357 8.4025
N 6.1848 5.0368 7.2086
N 5.3945 6.9650 7.0806
H 6.2341 4.0433 7.3832
H 6.8677 5.4613 6.5974
H 4.9055 7.7783 7.4263
H 6.2722 7.0202 6.5838
C 6.9420 3.6939 -6.2615
O 7.4087 3.4417 -7.3197
N 5.8009 4.3636 -6.2095
N 7.5592 3.5338 -5.1176
H 5.4302 4.5313 -7.1338
H 5.1568 4.3713 -5.4315
H 8.4856 3.1664 -4.9534
H 7.1350 3.8150 -4.2452
C 4.4499 -1.2604 9.4672
O 5.4383 -0.7486 9.9707
N 4.4711 -2.3841 8.8257
N 3.1897 -0.9817 9.6172
H 3.6309 -2.9030 8.6139
H 5.3451 -2.8562 8.6432
H 2.5432 -1.5286 9.0667
H 3.0662 -0.0967 10.0878
C -1.5211 -3.5946 -12.2017
C -1.3988 -3.9773 -10.7846
C -2.1325 -2.8995 -9.9760
C -2.1927 -3.3796 -8.4823
C -3.0074 -4.7258 -8.3558
C -2.3751 -5.8215 -9.2837
N -2.0422 -5.3578 -10.6354
O -1.4324 -6.3245 -11.4652
C -1.1477 -6.4808 -8.5536
C -3.4770 -6.8870 -9.3330
C 0.1720 -3.7736 -10.5373
H -0.6650 -3.9813 -12.7546
H -1.4764 -2.5173 -12.3617
H -2.4367 -3.9290 -12.6895
H -1.5672 -1.9705 -9.9019
H -3.0767 -2.5737 -10.4123
H -2.6040 -2.5705 -7.8787
H -1.2022 -3.5509 -8.0609
H -4.0680 -4.6407 -8.5924
H -2.9507 -4.9822 -7.2979
H -0.4251 -5.6802 -8.3953
H -1.5186 -6.8818 -7.6103
H -0.6669 -7.2369 -9.1741
H -3.1647 -7.8901 -9.6234
H -3.9024 -7.1463 -8.3635
H -4.3207 -6.6491 -9.9809
H 0.7535 -4.3004 -11.2939
H 0.5543 -4.1566 -9.5912
H 0.3900 -2.7139 -10.6706
H -0.6253 -6.4764 -10.9681
C -1.4218 1.3390 2.5262
C 0.0821 0.9273 2.6435
C 0.4226 -0.5566 3.0508
C 0.1975 -1.5229 1.8182
C 0.8877 -1.0704 0.5644
C 0.7913 0.3857 0.1297
N 0.8235 1.2043 1.3539
O 0.8572 2.5468 1.0046
C 1.8991 0.6155 -0.8429
C -0.5121 0.5802 -0.5690
C 0.7416 1.8254 3.6210
H -1.8041 0.5937 1.8287
H -1.7428 2.3256 2.1920
H -1.9294 1.2039 3.4813
H 1.4498 -0.5946 3.4132
H -0.1665 -0.9000 3.9012
H -0.8360 -1.7324 1.5423
H 0.4680 -2.5407 2.0992
H 0.6192 -1.6958 -0.2869
H 1.9452 -1.3018 0.6920
H 1.9947 1.6817 -1.0481
H 2.8718 0.3246 -0.4462
H 1.8103 0.0964 -1.7972
H -0.5117 -0.1010 -1.4198
H -1.5158 0.4688 -0.1589
H -0.4452 1.6019 -0.9430
H 1.8282 1.7883 3.6990
H 0.4030 1.4239 4.5762
H 0.3717 2.8468 3.5328
H -0.0743 2.6950 0.8258
O -2.2151 7.8676 0.1438
H -2.4080 8.1088 1.0498
H -1.7150 8.6076 -0.2003
O 6.4206 -4.5075 3.5088
H 5.6503 -4.8193 3.9839
H 6.1573 -4.5225 2.5886
O 2.6620 8.4366 1.7634
H 2.9615 7.6341 2.1906
H 2.7354 8.2519 0.8271
O 2.5659 6.6975 -3.1284
H 2.4136 6.8299 -4.0641
H 1.8923 6.0719 -2.8618
O -7.5811 3.2227 5.7210
H -8.5001 2.9554 5.7017
H -7.4494 3.6887 4.8953
O 6.1583 -4.8890 -1.2891
H 6.9875 -5.2485 -0.9737
H 6.2341 -4.9119 -2.2430


Entry 6:
A single C2H3N3OS2 molecule at a distorted geometry. Source: the Open Molecules 2025 dataset; level of theory: ωB97M-V/def2-TZVPD.

Values from the calculation:
* M: 149.20 g/mol
* orbital gap: 9.13 eV
* SMILES string: O=c1nc(S)[nH]n1S
* energy relative to the best compared isomer or geometry (same formula, charge and spin): 1.738 eV
* LUMO level: -0.07 eV
* highest occupied orbital energy: -9.206 eV
* total energy: -30308.4132 eV
* maximum force: 4.35 eV Å⁻¹

Geometry (Å):
O -1.3308 2.2156 -0.0780
C -0.5881 1.3295 0.0504
N 0.7663 1.3126 0.1213
C 1.0237 0.0590 0.1559
S 2.6841 -0.4908 -0.0199
N 0.0764 -0.8901 0.0219
N -1.0731 -0.0740 -0.2153
S -2.5627 -0.8903 -0.0790
H 3.3680 0.5748 -0.8816
H 0.0289 -1.8300 -0.4001
H -2.3928 -1.3164 1.3242